No. 1
{
  "formula": "C23H26N4O3",
  "method": "ωB97M-V/def2-TZVPD",
  "symbols": ["C", "C", "C", "N", "C", "O", "C", "C", "C", "C", "C", "C", "N", "C", "C", "N", "O", "O", "C", "N", "C", "C", "C", "C", "C", "C", "C", "C", "C", "C", "H", "H", "H", "H", "H", "H", "H", "H", "H", "H", "H", "H", "H", "H", "H", "H", "H", "H", "H", "H", "H", "H", "H", "H", "H", "H"],
  "coordinates": [[4.33, -1.78, 0.81], [3.24, -0.73, 0.91], [2.02, -1.00, 0.01], [2.40, -0.84, -1.38], [1.69, -0.29, -2.38], [2.16, -0.13, -3.49], [0.29, 0.15, -2.05], [-0.67, -0.75, -1.61], [-1.97, -0.32, -1.37], [-2.30, 1.01, -1.57], [-1.35, 1.91, -2.02], [-1.72, 3.37, -2.19], [-1.83, 3.99, -0.89], [-0.89, 4.08, 0.05], [-1.48, 4.71, 1.13], [-0.87, 5.02, 2.37], [0.28, 4.67, 2.52], [-1.54, 5.60, 3.19], [-2.80, 4.97, 0.72], [-2.99, 4.52, -0.50], [-0.06, 1.47, -2.27], [1.43, -2.36, 0.30], [0.61, -2.53, 1.41], [0.07, -3.76, 1.71], [0.33, -4.87, 0.92], [-0.26, -6.22, 1.24], [-1.79, -6.18, 1.17], [0.21, -6.71, 2.61], [1.15, -4.70, -0.19], [1.70, -3.47, -0.50], [3.94, -2.76, 1.05], [4.76, -1.81, -0.19], [5.14, -1.54, 1.50], [2.88, -0.69, 1.94], [3.64, 0.26, 0.66], [1.26, -0.24, 0.23], [3.33, -1.14, -1.63], [-0.42, -1.79, -1.47], [-2.71, -1.02, -1.03], [-3.31, 1.35, -1.37], [-0.95, 3.89, -2.78], [-2.69, 3.48, -2.67], [0.11, 3.70, -0.08], [-3.59, 5.44, 1.28], [0.69, 2.16, -2.64], [0.38, -1.67, 2.03], [-0.57, -3.85, 2.58], [0.09, -6.94, 0.49], [-2.18, -5.50, 1.93], [-2.20, -7.17, 1.35], [-2.11, -5.83, 0.20], [-0.14, -6.05, 3.40], [-0.17, -7.71, 2.80], [1.30, -6.74, 2.65], [1.37, -5.55, -0.82], [2.33, -3.37, -1.37]],
  "smiles": "CC[C@@H](NC(=O)c1cccc(Cn2cc([N+](=O)[O-])cn2)c1)c1ccc(C(C)C)cc1",
  "orbital_gap_ha": 0.3316,
  "de_lowest_kj_mol": 444.06,
  "multiplicity": 1
}

No. 2
{
  "formula": "C23H26N4O4S2",
  "method": "ωB97M-V/def2-TZVPD",
  "symbols": ["C", "O", "C", "C", "C", "C", "C", "C", "N", "C", "C", "N", "C", "O", "C", "C", "C", "C", "N", "C", "N", "C", "C", "S", "O", "O", "C", "C", "S", "C", "C", "C", "C", "H", "H", "H", "H", "H", "H", "H", "H", "H", "H", "H", "H", "H", "H", "H", "H", "H", "H", "H", "H", "H", "H", "H", "H", "H", "H"],
  "coordinates": [[4.96, -0.86, 5.31], [3.72, -1.20, 4.76], [3.46, -0.88, 3.45], [4.36, -0.19, 2.65], [4.08, 0.06, 1.32], [2.89, -0.37, 0.78], [1.97, -1.04, 1.58], [2.22, -1.30, 2.92], [1.34, -2.02, 3.73], [0.24, -2.72, 3.12], [-1.03, -1.83, 3.00], [-0.72, -0.47, 3.37], [-0.73, 0.60, 2.54], [-0.29, 1.68, 2.87], [-1.37, 0.41, 1.19], [-2.70, 0.04, 1.06], [-3.28, -0.03, -0.19], [-2.54, 0.27, -1.33], [-3.18, 0.17, -2.57], [-2.66, 0.39, -3.79], [-1.49, 0.74, -4.09], [-1.22, 0.89, -5.49], [-0.61, 2.25, -5.78], [-1.29, 2.68, -7.41], [-1.35, 4.10, -7.61], [-0.65, 1.88, -8.41], [-2.92, 1.97, -7.03], [-2.54, 0.69, -6.33], [-3.81, 0.13, -5.16], [-1.21, 0.66, -1.20], [-0.64, 0.75, 0.06], [-0.15, -0.32, 4.69], [0.89, -1.42, 4.97], [5.12, 0.23, 5.34], [4.95, -1.24, 6.33], [5.79, -1.33, 4.77], [5.31, 0.14, 3.06], [4.80, 0.59, 0.71], [2.66, -0.19, -0.26], [1.04, -1.34, 1.13], [0.02, -3.59, 3.75], [0.55, -3.10, 2.14], [-1.42, -1.85, 1.98], [-1.81, -2.20, 3.68], [-3.29, -0.18, 1.94], [-4.32, -0.32, -0.29], [-4.15, -0.11, -2.54], [-0.50, 0.11, -5.78], [0.47, 2.24, -5.80], [-0.97, 3.01, -5.08], [-3.50, 1.82, -7.94], [-3.43, 2.68, -6.37], [-2.39, -0.10, -7.07], [-0.64, 0.90, -2.08], [0.38, 1.07, 0.17], [0.32, 0.67, 4.71], [-0.95, -0.34, 5.44], [0.45, -2.22, 5.57], [1.74, -1.02, 5.51]],
  "smiles": "COc1ccccc1N1CCN(C(=O)c2ccc(NC3=N[C@@H]4CS(=O)(=O)C[C@@H]4S3)cc2)CC1",
  "orbital_gap_ha": 0.2928,
  "de_lowest_kj_mol": 222.43,
  "multiplicity": 1
}

No. 3
{
  "formula": "C23H26N4OPd",
  "method": "ωB97M-V/def2-TZVPD",
  "symbols": ["Pd", "C", "C", "C", "N", "C", "C", "C", "C", "C", "C", "C", "N", "C", "C", "C", "N", "C", "C", "C", "C", "C", "C", "C", "N", "C", "C", "H", "H", "H", "H", "H", "H", "H", "H", "H", "H", "H", "H", "H", "H", "H", "H", "H", "H", "H", "H", "H", "H", "H", "H", "H", "H", "O", "C"],
  "coordinates": [[1.04, -0.86, 0.36], [-2.36, -0.12, 2.33], [-2.13, 1.31, 1.83], [-1.63, 1.46, 0.38], [-0.20, 1.34, 0.24], [0.63, 2.30, 0.40], [0.20, 3.66, 0.75], [0.88, 4.81, 0.90], [2.30, 5.09, 0.78], [3.27, 4.19, 0.52], [3.15, 2.76, 0.32], [2.08, 1.94, 0.23], [2.39, 0.57, -0.02], [3.20, 0.30, -1.23], [2.75, -0.92, -2.04], [1.28, -0.97, -2.52], [0.45, -1.46, -1.44], [-0.70, -2.09, -1.56], [-1.35, -2.24, -2.80], [-2.50, -2.93, -3.16], [-3.36, -3.69, -2.40], [-3.23, -3.91, -1.03], [-2.32, -3.44, -0.11], [-1.21, -2.56, -0.23], [-0.52, -2.12, 0.80], [-0.94, -2.26, 2.19], [-1.13, -0.89, 2.84], [-2.86, -0.69, 1.54], [-3.09, -0.06, 3.14], [-1.43, 1.82, 2.50], [-3.07, 1.86, 1.90], [-2.02, 2.38, -0.06], [-2.06, 0.64, -0.21], [-0.87, 3.73, 0.90], [0.29, 5.68, 1.16], [2.58, 6.12, 0.93], [4.29, 4.56, 0.48], [4.11, 2.28, 0.21], [4.25, 0.19, -0.97], [3.11, 1.19, -1.86], [2.94, -1.83, -1.47], [3.41, -0.97, -2.92], [1.23, -1.63, -3.39], [0.94, 0.02, -2.85], [-0.87, -1.71, -3.61], [-2.75, -2.85, -4.22], [-4.20, -4.17, -2.90], [-3.98, -4.57, -0.60], [-2.48, -3.82, 0.89], [-0.17, -2.82, 2.72], [-1.87, -2.82, 2.29], [-0.22, -0.30, 2.70], [-1.22, -1.06, 3.92], [3.49, -0.18, 2.07], [2.54, -0.26, 1.40]],
  "orbital_gap_ha": 0.2395,
  "multiplicity": 1
}

Repeat the third record exactly.
{
  "formula": "C23H26N4OPd",
  "method": "ωB97M-V/def2-TZVPD",
  "symbols": ["Pd", "C", "C", "C", "N", "C", "C", "C", "C", "C", "C", "C", "N", "C", "C", "C", "N", "C", "C", "C", "C", "C", "C", "C", "N", "C", "C", "H", "H", "H", "H", "H", "H", "H", "H", "H", "H", "H", "H", "H", "H", "H", "H", "H", "H", "H", "H", "H", "H", "H", "H", "H", "H", "O", "C"],
  "coordinates": [[1.04, -0.86, 0.36], [-2.36, -0.12, 2.33], [-2.13, 1.31, 1.83], [-1.63, 1.46, 0.38], [-0.20, 1.34, 0.24], [0.63, 2.30, 0.40], [0.20, 3.66, 0.75], [0.88, 4.81, 0.90], [2.30, 5.09, 0.78], [3.27, 4.19, 0.52], [3.15, 2.76, 0.32], [2.08, 1.94, 0.23], [2.39, 0.57, -0.02], [3.20, 0.30, -1.23], [2.75, -0.92, -2.04], [1.28, -0.97, -2.52], [0.45, -1.46, -1.44], [-0.70, -2.09, -1.56], [-1.35, -2.24, -2.80], [-2.50, -2.93, -3.16], [-3.36, -3.69, -2.40], [-3.23, -3.91, -1.03], [-2.32, -3.44, -0.11], [-1.21, -2.56, -0.23], [-0.52, -2.12, 0.80], [-0.94, -2.26, 2.19], [-1.13, -0.89, 2.84], [-2.86, -0.69, 1.54], [-3.09, -0.06, 3.14], [-1.43, 1.82, 2.50], [-3.07, 1.86, 1.90], [-2.02, 2.38, -0.06], [-2.06, 0.64, -0.21], [-0.87, 3.73, 0.90], [0.29, 5.68, 1.16], [2.58, 6.12, 0.93], [4.29, 4.56, 0.48], [4.11, 2.28, 0.21], [4.25, 0.19, -0.97], [3.11, 1.19, -1.86], [2.94, -1.83, -1.47], [3.41, -0.97, -2.92], [1.23, -1.63, -3.39], [0.94, 0.02, -2.85], [-0.87, -1.71, -3.61], [-2.75, -2.85, -4.22], [-4.20, -4.17, -2.90], [-3.98, -4.57, -0.60], [-2.48, -3.82, 0.89], [-0.17, -2.82, 2.72], [-1.87, -2.82, 2.29], [-0.22, -0.30, 2.70], [-1.22, -1.06, 3.92], [3.49, -0.18, 2.07], [2.54, -0.26, 1.40]],
  "orbital_gap_ha": 0.2395,
  "multiplicity": 1
}